1 | ORCA calculation (ωB97M-V with the def2-TZVPD basis set) on a 7-piece molecular cluster, C36H93N7O11 overall.

Bonds (Å) are listed after each position.
CARTESIAN COORDINATES (ANGSTROEM)
1 C -4.61 -9.42 2.33  O2 1.407, H10 1.097, H11 1.098, H12 1.086
2 O -3.95 -8.33 1.74  C1 1.407, C3 1.420
3 C -4.59 -7.88 0.55  O2 1.420, C4 1.499, H13 1.101, H14 1.100
4 C -4.12 -6.49 0.26  C3 1.499, N5 1.450, H15 1.100, H16 1.094
5 N -2.73 -6.50 -0.17  C4 1.450, C6 1.458, H17 1.011
6 C -2.27 -5.23 -0.73  N5 1.458, C7 1.516, H18 1.104, H19 1.099
7 C -0.76 -5.14 -0.85  C6 1.516, O8 1.413, H20 1.093, H21 1.099
8 O -0.07 -4.49 0.20  C7 1.413, C9 1.398
9 C -0.23 -5.08 1.46  O8 1.398, H22 1.093, H23 1.105, H24 1.093
10 H -4.68 -10.27 1.64  C1 1.097
11 H -5.63 -9.13 2.63  C1 1.098
12 H -4.04 -9.71 3.21  C1 1.086
13 H -5.68 -7.95 0.67  C3 1.101
14 H -4.35 -8.56 -0.29  C3 1.100
15 H -4.27 -5.87 1.16  C4 1.100
16 H -4.74 -6.07 -0.54  C4 1.094
17 H -2.14 -6.81 0.59  N5 1.011
18 H -2.71 -4.36 -0.23  C6 1.104
19 H -2.65 -5.15 -1.76  C6 1.099
20 H -0.50 -4.56 -1.73  C7 1.093
21 H -0.32 -6.13 -1.05  C7 1.099
22 H 0.68 -4.96 2.04  C9 1.093
23 H -0.32 -6.18 1.39  C9 1.105
24 H -1.11 -4.72 2.01  C9 1.093
25 C -7.96 2.45 1.51  O26 1.409, H34 1.087, H35 1.095, H36 1.100
26 O -6.64 1.97 1.68  C25 1.409, C27 1.416
27 C -5.92 2.69 2.65  O26 1.416, C28 1.515, H37 1.096, H38 1.099
28 C -4.59 1.98 2.86  C27 1.515, N29 1.458, H39 1.095, H40 1.102
29 N -4.81 0.68 3.47  C28 1.458, C30 1.488, H41 1.015
30 C -3.59 -0.18 3.38  N29 1.488, C31 1.515, H42 1.087, H43 1.092
31 C -3.80 -1.37 4.29  C30 1.515, O32 1.412, H44 1.090, H45 1.105
32 O -4.52 -2.43 3.70  C31 1.412, C33 1.416
33 C -3.81 -3.18 2.74  O32 1.416, H46 1.088, H47 1.100, H48 1.088
34 H -8.34 2.09 0.56  C25 1.087
35 H -8.01 3.54 1.55  C25 1.095
36 H -8.61 2.07 2.30  C25 1.100
37 H -6.50 2.73 3.58  C27 1.096
38 H -5.72 3.70 2.28  C27 1.099
39 H -4.00 2.61 3.53  C28 1.095
40 H -4.10 1.93 1.88  C28 1.102
41 H -5.57 0.25 2.95  N29 1.015
42 H -2.76 0.46 3.64  C30 1.087
43 H -3.55 -0.52 2.34  C30 1.092
44 H -4.37 -1.05 5.15  C31 1.090
45 H -2.85 -1.77 4.69  C31 1.105
46 H -4.47 -3.98 2.42  C33 1.088
47 H -2.93 -3.65 3.21  C33 1.100
48 H -3.49 -2.57 1.89  C33 1.088
49 C 1.73 -2.33 4.86  O50 1.422, H58 1.091, H59 1.089, H60 1.094
50 O 2.12 -1.07 4.32  C49 1.422, C51 1.418
51 C 3.53 -0.91 4.27  O50 1.418, C52 1.516, H61 1.094, H62 1.098
52 C 3.83 0.12 3.20  C51 1.516, N53 1.454, H63 1.103, H64 1.094
53 N 3.15 1.37 3.50  C52 1.454, C54 1.456, H65 1.011
54 C 3.22 2.28 2.37  N53 1.456, C55 1.520, H66 1.106, H67 1.092
55 C 2.49 3.60 2.58  C54 1.520, O56 1.418, H68 1.094, H69 1.097
56 O 1.09 3.46 2.75  C55 1.418, C57 1.420
57 C 0.65 3.49 4.10  O56 1.420, H70 1.090, H71 1.093, H72 1.095
58 H 2.04 -3.14 4.20  C49 1.091
59 H 0.64 -2.29 4.95  C49 1.089
60 H 2.13 -2.43 5.87  C49 1.094
61 H 3.99 -1.87 4.03  C51 1.094
62 H 3.94 -0.54 5.22  C51 1.098
63 H 3.53 -0.33 2.23  C52 1.103
64 H 4.90 0.32 3.18  C52 1.094
65 H 2.18 1.16 3.69  N53 1.011
66 H 2.77 1.81 1.47  C54 1.106
67 H 4.27 2.51 2.16  C54 1.092
68 H 2.64 4.19 1.68  C55 1.094
69 H 2.95 4.15 3.41  C55 1.097
70 H -0.40 3.17 4.09  C57 1.090
71 H 0.75 4.51 4.49  C57 1.093
72 H 1.16 2.78 4.74  C57 1.095
73 C 7.55 -0.45 -7.96  O74 1.400, H82 1.091, H83 1.098, H84 1.095
74 O 6.49 0.45 -7.83  C73 1.400, C75 1.425
75 C 6.02 0.55 -6.49  O74 1.425, C76 1.509, H85 1.102, H86 1.096
76 C 5.04 1.70 -6.45  C75 1.509, N77 1.466, H87 1.093, H88 1.098
77 N 4.24 1.66 -5.22  C76 1.466, C78 1.454, H89 1.016
78 C 3.28 2.75 -5.17  N77 1.454, C79 1.516, H90 1.094, H91 1.100
79 C 2.24 2.50 -4.10  C78 1.516, O80 1.412, H92 1.101, H93 1.100
80 O 2.86 2.62 -2.84  C79 1.412, C81 1.403
81 C 1.93 2.50 -1.79  O80 1.403, H94 1.089, H95 1.098, H96 1.101
82 H 7.93 -0.35 -8.98  C73 1.091
83 H 7.18 -1.48 -7.84  C73 1.098
84 H 8.38 -0.26 -7.28  C73 1.095
85 H 6.89 0.77 -5.86  C75 1.102
86 H 5.61 -0.42 -6.17  C75 1.096
87 H 4.36 1.63 -7.30  C76 1.093
88 H 5.58 2.65 -6.55  C76 1.098
89 H 4.88 1.80 -4.44  N77 1.016
90 H 2.73 2.84 -6.11  C78 1.094
91 H 3.72 3.74 -4.98  C78 1.100
92 H 1.84 1.48 -4.23  C79 1.101
93 H 1.40 3.21 -4.17  C79 1.100
94 H 2.44 2.62 -0.84  C81 1.089
95 H 1.43 1.52 -1.80  C81 1.098
96 H 1.17 3.29 -1.86  C81 1.101
97 C 1.70 7.21 1.66  C98 1.531, H103 1.087, H104 1.092, H105 1.099
98 C 0.27 7.76 1.69  C97 1.531, C99 1.501, N102 1.468, H106 1.094
99 C -0.74 6.67 1.88  C98 1.501, O100 1.406, H107 1.098, H108 1.103
100 O -0.66 5.79 0.78  C99 1.406, C101 1.406
101 C -1.47 4.66 0.95  O100 1.406, H109 1.102, H110 1.096, H111 1.086
102 N 0.06 8.77 2.74  C98 1.468, H112 1.017, H113 1.015
103 H 2.45 7.99 1.58  C97 1.087
104 H 1.80 6.47 0.87  C97 1.092
105 H 1.88 6.64 2.59  C97 1.099
106 H 0.11 8.24 0.72  C98 1.094
107 H -1.74 7.12 1.92  C99 1.098
108 H -0.54 6.13 2.81  C99 1.103
109 H -2.53 4.94 1.06  C101 1.102
110 H -1.19 4.14 1.87  C101 1.096
111 H -1.38 4.02 0.08  C101 1.086
112 H 0.39 8.42 3.64  N102 1.017
113 H 0.65 9.57 2.56  N102 1.015
114 C -0.93 -1.33 1.35  C115 1.529, H120 1.088, H121 1.086, H122 1.094
115 C -0.01 -0.11 1.30  C114 1.529, C116 1.507, N119 1.472, H123 1.105
116 C -0.43 0.91 0.27  C115 1.507, O117 1.409, H124 1.104, H125 1.105
117 O -0.65 0.30 -0.98  C116 1.409, C118 1.402
118 C -1.42 1.09 -1.84  O117 1.402, H126 1.090, H127 1.100, H128 1.096
119 N 0.02 0.58 2.60  C115 1.472, H129 1.019, H130 1.017
120 H -1.07 -1.61 2.39  C114 1.088
121 H -0.55 -2.13 0.71  C114 1.086
122 H -1.89 -1.01 0.94  C114 1.094
123 H 1.01 -0.41 1.01  C115 1.105
124 H 0.35 1.69 0.19  C116 1.104
125 H -1.31 1.46 0.63  C116 1.105
126 H -1.52 0.57 -2.79  C118 1.090
127 H -0.93 2.05 -2.05  C118 1.100
128 H -2.42 1.28 -1.43  C118 1.096
129 H 0.52 1.46 2.51  N119 1.019
130 H 0.59 0.03 3.24  N119 1.017
131 C 1.79 -2.89 -6.24  C132 1.524, H137 1.091, H138 1.088, H139 1.094
132 C 1.96 -1.55 -5.54  C131 1.524, C133 1.535, N136 1.456, H140 1.096
133 C 2.79 -1.70 -4.26  C132 1.535, O134 1.411, H141 1.103, H142 1.093
134 O 2.16 -2.44 -3.23  C133 1.411, C135 1.398
135 C 1.09 -1.77 -2.63  O134 1.398, H143 1.099, H144 1.093, H145 1.094
136 N 2.51 -0.53 -6.43  C132 1.456, H146 1.016, H147 1.022
137 H 1.56 -2.76 -7.30  C131 1.091
138 H 0.98 -3.45 -5.78  C131 1.088
139 H 2.72 -3.45 -6.17  C131 1.094
140 H 0.96 -1.22 -5.21  C132 1.096
141 H 3.04 -0.70 -3.88  C133 1.103
142 H 3.72 -2.23 -4.50  C133 1.093
143 H 1.41 -0.82 -2.19  C135 1.099
144 H 0.72 -2.36 -1.79  C135 1.093
145 H 0.23 -1.61 -3.30  C135 1.094
146 H 3.22 -0.94 -7.02  N136 1.016
147 H 2.97 0.21 -5.89  N136 1.022

Output
Molecular weight ... 800.2 g mol⁻¹
SMILES string ... COC[C@H](C)N.COC[C@H](C)N.COC[C@H](C)N.COCCNCCOC.COCCNCCOC.COCCNCCOC.COCCNCCOC
Gap between HOMO and LUMO ... 9.17 eV

2 | ORCA calculation (ωB97M-V with the def2-TZVPD basis set) on a 7-piece molecular cluster, C36H93N7O11 overall.

Bonds (Å) are listed after each position.
CARTESIAN COORDINATES (ANGSTROEM)
1 C 2.84 3.53 -0.62  O2 1.403, H10 1.093, H11 1.093, H12 1.102
2 O 1.68 2.80 -0.35  C1 1.403, C3 1.430
3 C 0.67 3.59 0.29  O2 1.430, C4 1.512, H13 1.087, H14 1.092
4 C -0.56 2.72 0.44  C3 1.512, N5 1.456, H15 1.104, H16 1.094
5 N -0.27 1.45 1.09  C4 1.456, C6 1.482, H17 1.016
6 C -1.39 0.51 0.89  N5 1.482, C7 1.519, H18 1.095, H19 1.092
7 C -1.21 -0.75 1.72  C6 1.519, O8 1.406, H20 1.103, H21 1.095
8 O -0.28 -1.63 1.14  C7 1.406, C9 1.416
9 C 0.88 -1.92 1.90  O8 1.416, H22 1.097, H23 1.088, H24 1.094
10 H 2.68 4.60 -0.82  C1 1.093
11 H 3.41 3.11 -1.45  C1 1.093
12 H 3.54 3.48 0.23  C1 1.102
13 H 0.40 4.37 -0.41  C3 1.087
14 H 1.03 3.94 1.26  C3 1.092
15 H -1.02 2.58 -0.55  C4 1.104
16 H -1.29 3.30 1.01  C4 1.094
17 H 0.54 1.04 0.63  N5 1.016
18 H -1.45 0.25 -0.17  C6 1.095
19 H -2.29 1.01 1.26  C6 1.092
20 H -2.22 -1.19 1.76  C7 1.103
21 H -0.96 -0.56 2.77  C7 1.095
22 H 1.63 -1.14 1.71  C9 1.097
23 H 1.27 -2.88 1.57  C9 1.088
24 H 0.70 -1.94 2.98  C9 1.094
25 C 7.88 5.44 -7.50  O26 1.413, H34 1.089, H35 1.099, H36 1.086
26 O 7.41 4.14 -7.79  C25 1.413, C27 1.402
27 C 7.97 3.09 -7.05  O26 1.402, C28 1.517, H37 1.105, H38 1.101
28 C 7.49 2.88 -5.63  C27 1.517, N29 1.457, H39 1.093, H40 1.099
29 N 7.96 3.87 -4.66  C28 1.457, C30 1.435, H41 1.007
30 C 7.90 3.45 -3.29  N29 1.435, C31 1.544, H42 1.092, H43 1.098
31 C 6.57 2.82 -2.83  C30 1.544, O32 1.412, H44 1.100, H45 1.088
32 O 5.44 3.61 -3.16  C31 1.412, C33 1.408
33 C 5.37 4.81 -2.42  O32 1.408, H46 1.096, H47 1.102, H48 1.084
34 H 7.09 6.15 -7.76  C25 1.089
35 H 8.74 5.67 -8.13  C25 1.099
36 H 8.19 5.60 -6.47  C25 1.086
37 H 9.07 2.98 -7.17  C27 1.105
38 H 7.70 2.19 -7.63  C27 1.101
39 H 7.89 1.92 -5.31  C28 1.093
40 H 6.39 2.85 -5.67  C28 1.099
41 H 7.55 4.78 -4.79  N29 1.007
42 H 8.12 4.25 -2.58  C30 1.092
43 H 8.67 2.69 -3.09  C30 1.098
44 H 6.61 2.73 -1.74  C31 1.100
45 H 6.45 1.85 -3.30  C31 1.088
46 H 6.09 5.55 -2.77  C33 1.096
47 H 5.64 4.60 -1.38  C33 1.102
48 H 4.35 5.18 -2.47  C33 1.084
49 C -2.20 -2.99 4.24  O50 1.403, H58 1.094, H59 1.099, H60 1.089
50 O -2.99 -3.95 4.89  C49 1.403, C51 1.426
51 C -2.59 -5.28 4.58  O50 1.426, C52 1.506, H61 1.094, H62 1.098
52 C -3.76 -6.19 4.82  C51 1.506, N53 1.467, H63 1.091, H64 1.100
53 N -4.33 -5.94 6.15  C52 1.467, C54 1.479, H65 1.015
54 C -5.61 -6.66 6.31  N53 1.479, C55 1.533, H66 1.090, H67 1.089
55 C -6.76 -6.05 5.50  C54 1.533, O56 1.448, H68 1.096, H69 1.091
56 O -7.21 -7.06 4.55  C55 1.448, C57 1.399
57 C -8.43 -6.73 3.95  O56 1.399, H70 1.095, H71 1.096, H72 1.094
58 H -2.66 -2.74 3.28  C49 1.094
59 H -1.17 -3.31 4.02  C49 1.099
60 H -2.07 -2.10 4.86  C49 1.089
61 H -1.71 -5.53 5.18  C51 1.094
62 H -2.33 -5.32 3.51  C51 1.098
63 H -3.46 -7.24 4.80  C52 1.091
64 H -4.52 -6.01 4.05  C52 1.100
65 H -4.57 -4.95 6.18  N53 1.015
66 H -5.90 -6.63 7.36  C54 1.090
67 H -5.43 -7.68 5.98  C54 1.089
68 H -6.38 -5.25 4.86  C55 1.096
69 H -7.63 -5.81 6.12  C55 1.091
70 H -8.35 -5.79 3.39  C57 1.095
71 H -9.27 -6.76 4.67  C57 1.096
72 H -8.65 -7.53 3.24  C57 1.094
73 C -3.35 -9.23 -3.71  O74 1.412, H82 1.086, H83 1.095, H84 1.099
74 O -3.49 -8.08 -2.91  C73 1.412, C75 1.414
75 C -4.38 -8.27 -1.83  O74 1.414, C76 1.519, H85 1.104, H86 1.098
76 C -4.14 -7.24 -0.74  C75 1.519, N77 1.470, H87 1.095, H88 1.094
77 N -4.76 -5.96 -1.08  C76 1.470, C78 1.476, H89 1.020
78 C -4.81 -5.07 0.10  N77 1.476, C79 1.553, H90 1.091, H91 1.092
79 C -3.62 -4.08 0.20  C78 1.553, O80 1.402, H92 1.094, H93 1.101
80 O -3.27 -3.66 -1.10  C79 1.402, C81 1.420
81 C -1.96 -3.13 -1.13  O80 1.420, H94 1.094, H95 1.084, H96 1.095
82 H -2.88 -8.93 -4.64  C73 1.086
83 H -4.32 -9.71 -3.88  C73 1.095
84 H -2.71 -9.97 -3.22  C73 1.099
85 H -4.24 -9.28 -1.40  C75 1.104
86 H -5.43 -8.24 -2.15  C75 1.098
87 H -3.07 -7.23 -0.50  C76 1.095
88 H -4.73 -7.62 0.10  C76 1.094
89 H -4.13 -5.44 -1.68  N77 1.020
90 H -4.86 -5.61 1.05  C78 1.091
91 H -5.69 -4.43 0.01  C78 1.092
92 H -2.77 -4.44 0.78  C79 1.094
93 H -4.06 -3.19 0.68  C79 1.101
94 H -1.95 -2.31 -0.41  C81 1.094
95 H -1.66 -2.73 -2.09  C81 1.084
96 H -1.25 -3.87 -0.75  C81 1.095
97 C 1.36 -0.82 -4.09  C98 1.530, H103 1.094, H104 1.090, H105 1.087
98 C 1.37 0.55 -3.42  C97 1.530, C99 1.530, N102 1.482, H106 1.099
99 C 0.18 1.48 -3.69  C98 1.530, O100 1.409, H107 1.095, H108 1.098
100 O 0.13 2.13 -4.94  C99 1.409, C101 1.405
101 C -0.14 1.29 -6.04  O100 1.405, H109 1.088, H110 1.103, H111 1.089
102 N 1.34 0.34 -1.95  C98 1.482, H112 1.019, H113 1.013
103 H 0.32 -1.16 -4.14  C97 1.094
104 H 1.89 -1.57 -3.50  C97 1.090
105 H 1.78 -0.76 -5.09  C97 1.087
106 H 2.26 1.13 -3.68  C98 1.099
107 H 0.35 2.27 -2.96  C99 1.095
108 H -0.77 0.97 -3.46  C99 1.098
109 H -0.18 1.90 -6.94  C101 1.088
110 H -1.14 0.83 -5.95  C101 1.103
111 H 0.58 0.48 -6.17  C101 1.089
112 H 1.52 1.25 -1.52  N102 1.019
113 H 2.11 -0.28 -1.71  N102 1.013
114 C 0.85 7.10 -1.35  C115 1.509, H120 1.099, H121 1.086, H122 1.091
115 C -0.66 7.07 -1.33  C114 1.509, C116 1.505, N119 1.478, H123 1.101
116 C -1.26 7.11 0.05  C115 1.505, O117 1.404, H124 1.100, H125 1.100
117 O -0.81 6.01 0.79  C116 1.404, C118 1.418
118 C -0.80 6.28 2.18  O117 1.418, H126 1.088, H127 1.098, H128 1.093
119 N -1.15 8.20 -2.15  C115 1.478, H129 1.010, H130 1.010
120 H 1.15 8.15 -1.24  C114 1.099
121 H 1.28 6.69 -2.26  C114 1.086
122 H 1.29 6.64 -0.46  C114 1.091
123 H -1.02 6.20 -1.90  C115 1.101
124 H -2.36 7.08 -0.05  C116 1.100
125 H -1.05 8.12 0.44  C116 1.100
126 H -0.16 5.54 2.64  C118 1.088
127 H -1.79 6.23 2.64  C118 1.098
128 H -0.44 7.30 2.37  C118 1.093
129 H -0.53 8.40 -2.92  N119 1.010
130 H -2.07 8.05 -2.54  N119 1.010
131 C 1.00 3.50 5.07  C132 1.524, H137 1.091, H138 1.096, H139 1.092
132 C 1.98 2.38 4.72  C131 1.524, C133 1.510, N136 1.462, H140 1.098
133 C 1.32 1.02 4.79  C132 1.510, O134 1.401, H141 1.102, H142 1.111
134 O 0.72 0.83 6.04  C133 1.401, C135 1.411
135 C 0.35 -0.52 6.21  O134 1.411, H143 1.097, H144 1.094, H145 1.088
136 N 2.61 2.52 3.41  C132 1.462, H146 1.016, H147 1.012
137 H 0.82 3.59 6.14  C131 1.091
138 H 0.04 3.26 4.59  C131 1.096
139 H 1.32 4.49 4.74  C131 1.092
140 H 2.77 2.30 5.48  C132 1.098
141 H 2.05 0.22 4.57  C133 1.102
142 H 0.61 0.92 3.94  C133 1.111
143 H 1.17 -1.19 5.94  C135 1.097
144 H -0.54 -0.73 5.62  C135 1.094
145 H 0.14 -0.69 7.27  C135 1.088
146 H 1.96 2.21 2.69  N136 1.016
147 H 2.86 3.48 3.22  N136 1.012

Output
Molecular weight ... 800.2 g mol⁻¹
SMILES string ... COC[C@H](C)N.COC[C@H](C)N.COC[C@H](C)N.COCCNCCOC.COCCNCCOC.COCCNCCOC.COCCNCCOC
Gap between HOMO and LUMO ... 9.26 eV

So which one is most stable? That would be 1, about 0.0650 hartree below the next structure.